## w
The following is a quantum chemistry calculation of the molecule C4H4N4, from the Open Molecules 2025 dataset.

Element x y z (Å)
C (0.07321, 1.40252, 2.86217)
C (0.03098, 0.74995, 1.81692)
C (0.30744, 0.15212, 0.49274)
N (1.16935, 0.78151, -0.14956)
N (1.24325, 0.46780, -1.60422)
C (0.32265, -0.37153, -1.92735)
N (-0.65500, -0.99563, -1.27780)
N (-0.57726, -0.90567, 0.17521)
H (-0.28930, 2.22284, 3.70638)
H (0.20033, -0.40468, -3.09559)
H (-1.73769, -1.24532, -1.52280)
H (-0.08797, -1.85391, 0.52390)

Computed properties:
**Structure (SMILES)**: C#CC1=NN=CNN1
**Gap between HOMO and LUMO**: 9.3 eV
**Charge**: 0

## x
The following is a quantum chemistry calculation of the molecule C4H4N4, from the Open Molecules 2025 dataset.

Element x y z (Å)
N (3.51096, 0.54416, 0.01261)
C (2.39918, -0.10769, -0.07762)
C (1.11751, -0.81722, 0.08316)
N (-0.18704, -0.16172, -0.19624)
C (-0.64571, 1.18914, -0.01557)
C (-2.18167, 0.85352, 0.07463)
N (-2.51160, -0.43886, 0.02641)
N (-1.36565, -1.01068, -0.02127)
H (1.32309, -1.01202, 1.10241)
H (1.33294, -1.78066, -0.34702)
H (0.03274, 2.02872, 0.16380)
H (-2.95141, 1.52716, -0.05734)

Computed properties:
**Structure (SMILES)**: N#CCn1ccnn1
**Gap between HOMO and LUMO**: 9.7 eV
**Charge**: 0

Relative calculated energies, zero for the most stable structure, unit hartree: w 0.0429; x 0.0000.

## w
The following is a quantum chemistry calculation of the molecule C5H7N, from the Open Molecules 2025 dataset.

Element x y z (Å)
H (-0.39874, 1.90470, -1.81127)
N (-1.12732, 1.19072, -1.76099)
C (-0.92854, 0.46032, -0.74040)
C (-1.15507, -0.88847, -0.30633)
C (-0.73015, -0.82263, 1.12336)
C (0.07787, 0.01723, 0.19387)
C (1.52403, 0.38782, 0.19167)
H (-1.32496, -1.77003, -0.91281)
H (-1.33636, -0.35612, 1.89784)
H (-0.24054, -1.74066, 1.46327)
H (1.79004, 0.90281, -0.73687)
H (2.24114, -0.40992, 0.39718)
H (1.60859, 1.12421, 1.00148)

Computed properties:
**Structure (SMILES)**: [H]/N=C1/[C@@H]2C[C@]12C
**Gap between HOMO and LUMO**: 9.6 eV
**Charge**: 0

## x
The following is a quantum chemistry calculation of the molecule C5H7N, from the Open Molecules 2025 dataset.

Element x y z (Å)
C (-2.72203, 0.13614, 0.13798)
C (-1.29944, 0.08784, -0.18667)
C (-0.14000, 0.10559, -0.51614)
C (1.27089, 0.00717, -0.81651)
C (2.23236, 0.29702, 0.27870)
N (2.01477, -1.07449, -0.16024)
H (-3.20370, 0.87750, -0.50539)
H (-2.88960, 0.42581, 1.18031)
H (-3.20540, -0.83149, -0.03036)
H (1.56307, 0.19855, -1.84675)
H (1.80924, 0.63018, 1.22400)
H (3.21157, 0.70142, 0.03765)
H (1.37811, -1.54844, 0.47620)

Computed properties:
**Structure (SMILES)**: CC#C[C@H]1CN1
**Gap between HOMO and LUMO**: 10.0 eV
**Charge**: 0

## y
The following is a quantum chemistry calculation of a structure of composition C5H7N, from the Open Molecules 2025 dataset.

Element x y z (Å)
C (0.22142, 0.51671, 1.78546)
C (-0.00951, 0.14925, 0.48176)
C (-0.69449, -0.94538, -0.07892)
C (-0.57632, -0.97029, -1.43553)
C (0.46030, 0.74626, -0.75253)
H (-0.75546, 0.98417, 2.61741)
H (0.62261, -0.29251, 2.57991)
H (0.99473, 1.48869, 1.91027)
H (-1.10717, -2.00722, 0.43794)
H (-0.92490, -1.84903, -2.06474)
H (0.46170, 0.53921, -2.87778)
H (1.19047, 1.51969, -0.81614)
N (0.11662, 0.12045, -1.78711)

Computed properties:
**Gap between HOMO and LUMO**: 8.3 eV
**Charge**: 0

Relative calculated energies, zero for the most stable structure, unit hartree: w 0.0076; x 0.0000; y 0.0314.

## w
The following is a quantum chemistry calculation of the molecule C5H7N, from the Open Molecules 2025 dataset.

Element x y z (Å)
C (-0.69142, 1.53275, -0.93936)
C (-0.21237, 0.31180, -0.22382)
C (-0.23557, -1.01238, -0.54155)
C (0.61077, -1.68591, 0.39417)
C (1.05036, -0.76136, 1.29646)
N (0.57183, 0.50813, 0.96360)
H (-0.91452, 2.37187, -0.27137)
H (0.10512, 1.86576, -1.61139)
H (-1.57679, 1.32459, -1.53985)
H (-0.77533, -1.45656, -1.36570)
H (0.83817, -2.74573, 0.39047)
H (1.67156, -0.89918, 2.17560)
H (-0.44179, 0.64621, 1.27275)

Computed properties:
**Structure (SMILES)**: Cc1ccc[nH]1
**Gap between HOMO and LUMO**: 9.5 eV
**Charge**: 0

## x
The following is a quantum chemistry calculation of a cluster of 2 separate species, C5H7N in total, from the Open Molecules 2025 dataset.

Element x y z (Å)
C (0.68647, 0.67895, 0.42923)
C (0.54211, 0.22848, -0.90646)
C (1.28907, -0.96578, -0.83917)
C (1.93153, 0.18060, -0.36122)
H (0.41280, 0.16676, 1.39156)
H (0.54110, 1.79962, 0.61740)
H (0.35342, 0.67379, -1.78229)
H (1.58067, -1.56980, -1.80232)
H (1.23902, -1.79781, -0.05420)
H (2.80974, 0.57800, -0.73997)
C (-3.60100, 0.40913, 0.36616)
N (-2.63472, 0.10935, -0.26648)
H (-4.68277, 0.64634, 0.51560)

Computed properties:
**Structure (SMILES)**: C1[C@H]2C[C@@H]12.C#N
**Gap between HOMO and LUMO**: 9.5 eV
**Charge**: 0

## y
The following is a quantum chemistry calculation of a structure of composition C5H7N, from the Open Molecules 2025 dataset.

Element x y z (Å)
C (0.25843, 0.71901, 1.71117)
N (-0.37858, 0.39629, 0.45973)
C (0.36337, -0.58637, -1.63736)
C (0.02445, 0.68599, -0.89327)
C (-1.08718, -0.22041, -1.39304)
C (-1.28976, -0.47085, 0.00077)
H (-0.18436, 1.59904, 2.18672)
H (1.30926, 0.92898, 1.48582)
H (0.21354, -0.12963, 2.39971)
H (0.83175, -0.42201, -2.60703)
H (0.82883, -1.39786, -1.07262)
H (0.24116, 1.69734, -1.22127)
H (-1.85290, -1.18803, 0.59953)

Computed properties:
**Gap between HOMO and LUMO**: 8.4 eV
**Charge**: 0

## z
The following is a quantum chemistry calculation of a cluster of 2 separate species, C5H7N in total, from the Open Molecules 2025 dataset.

Element x y z (Å)
C (1.96835, -0.86977, -1.35047)
C (2.06418, -0.33324, -0.30791)
C (2.53352, 0.48418, 0.83055)
H (2.17904, -1.26090, -2.35122)
H (3.44852, 0.69817, 0.49765)
H (2.42991, -0.05461, 1.72383)
H (1.89195, 1.35141, 0.84741)
C (-3.09285, -0.00970, -0.33187)
C (-2.11522, -0.22096, 0.70317)
N (-1.44692, -0.28615, 1.59440)
H (-3.33442, 1.01199, -0.04037)
H (-4.00143, -0.65049, -0.58499)
H (-2.52463, 0.14006, -1.23019)

Computed properties:
**Structure (SMILES)**: C#CC.CC#N
**Gap between HOMO and LUMO**: 10.7 eV
**Charge**: 0

Relative calculated energies, zero for the most stable structure, unit hartree: w 0.0000; x 0.1187; y 0.1252; z 0.0678.

## w
The following is a quantum chemistry calculation of a structure of composition C5H7N, from the Open Molecules 2025 dataset.

Element x y z (Å)
C (-0.81259, -0.10893, 1.02953)
C (-0.37325, -0.83247, -0.26616)
C (-0.16324, 1.04341, 0.10559)
C (1.22559, 0.55610, 0.21761)
C (1.05956, -0.79096, -0.06335)
H (-1.82493, -0.05167, 1.08858)
H (-0.44797, -0.81766, 1.93305)
H (-0.91182, -1.81228, -0.47438)
H (-0.36679, 0.43777, -1.92429)
H (-0.35690, 2.04685, 0.15302)
H (2.34532, 1.06003, 0.00582)
H (1.78125, -1.60527, -0.26173)
N (-0.83352, 0.21990, -0.95134)

Computed properties:
**Gap between HOMO and LUMO**: 9.8 eV
**Charge**: 0

## x
The following is a quantum chemistry calculation of a cluster of 2 separate species, C5H7N in total, from the Open Molecules 2025 dataset.

Element x y z (Å)
N (-2.01698, 0.89899, 1.91971)
C (-1.59633, 0.31393, 1.01379)
C (-1.22334, -0.48258, -0.16751)
C (0.21856, -0.92246, -0.24828)
C (0.91896, 1.47742, 0.98468)
C (0.93727, -0.87098, -1.36739)
H (-1.49032, 0.09060, -1.06197)
H (-1.87094, -1.36937, -0.15271)
H (0.63597, -1.37039, 0.65062)
H (1.72562, 1.45971, 1.75110)
H (1.10710, 2.43777, 0.45507)
H (0.54479, -0.42622, -2.28012)
H (1.94930, -1.26407, -1.41084)

Computed properties:
**Gap between HOMO and LUMO (spin up / spin down)**: 8.4 / 8.3 eV
**Charge**: 0

## y
The following is a quantum chemistry calculation of the molecule C5H7N, from the Open Molecules 2025 dataset.

Element x y z (Å)
C (-2.11109, 0.41968, 0.24410)
N (-0.59588, -0.17652, -0.46667)
C (0.11765, -1.15198, 0.29279)
C (1.38707, -0.74103, 0.47240)
C (1.54467, 0.52461, -0.22683)
C (0.36383, 0.82591, -0.79849)
H (-2.03884, -0.12307, 1.20639)
H (-1.14240, -0.52867, -1.24006)
H (-1.77379, 1.44378, 0.49292)
H (-0.40583, -2.03029, 0.64223)
H (2.15191, -1.25052, 1.04668)
H (2.44886, 1.12110, -0.26408)
H (0.05382, 1.66701, -1.40140)

Computed properties:
**Gap between HOMO and LUMO**: 8.1 eV
**Charge**: 0

Relative calculated energies, zero for the most stable structure, unit hartree: w 0.0184; x 0.0544; y 0.0000.

## w
The following is a quantum chemistry calculation of a cluster of 3 separate species, C7H15NO2 in total, from the Open Molecules 2025 dataset.

Element x y z (Å)
C (0.35181, 0.66910, -2.68640)
C (0.85572, 0.29291, -1.27493)
C (-0.22001, 0.19513, -0.27033)
C (-1.56866, 0.54747, -0.37173)
N (-2.18999, 0.36633, 0.82530)
C (-1.33763, -0.15284, 1.74951)
C (-0.10685, -0.22514, 1.08574)
C (1.15117, -0.69294, 1.68052)
H (0.97030, 0.17719, -3.41941)
H (-0.70982, 0.34704, -2.84002)
H (0.43888, 1.74959, -2.80287)
H (1.56856, 1.08979, -1.10082)
H (1.50568, -0.56659, -1.17835)
H (-2.14615, 0.90060, -1.23172)
H (-3.15576, 0.09725, 0.91761)
H (-1.70448, -0.46538, 2.72224)
H (2.05060, -0.49742, 1.10468)
H (1.29862, -0.45579, 2.74292)
H (1.36194, -1.78495, 1.51375)
O (-0.44546, -2.63356, -1.20999)
H (0.22382, -2.23650, -0.64782)
H (-0.64064, -1.99640, -1.91755)
O (2.32796, 1.76126, 1.16999)
H (2.93392, 2.31884, 0.66368)
H (1.47747, 1.97737, 0.76584)

Computed properties:
**Structure (SMILES)**: CCc1c[nH]cc1C.O.O
**Gap between HOMO and LUMO**: 8.7 eV
**Charge**: 0

## x
The following is a quantum chemistry calculation of the molecule C7H15NO2, from the Open Molecules 2025 dataset.

Element x y z (Å)
H (-2.85832, 1.45762, 1.03386)
N (-2.86902, 1.61923, 2.03849)
C (-1.85358, 1.10144, 2.60782)
O (-1.70435, 1.29900, 3.92552)
C (-0.60568, 0.53489, 1.98836)
C (-0.65407, 0.35274, 0.47872)
C (0.62007, -0.28235, -0.06962)
C (0.55856, -0.44860, -1.57523)
O (1.73884, -1.05513, -2.03989)
C (1.75267, -1.24202, -3.43674)
C (3.04844, -1.90405, -3.84859)
H (-1.81905, 2.27229, 4.06973)
H (-0.40649, -0.42497, 2.49086)
H (0.23194, 1.19335, 2.26715)
H (-0.80751, 1.33116, -0.00448)
H (-1.51764, -0.27615, 0.20861)
H (0.77784, -1.26790, 0.39535)
H (1.49049, 0.34033, 0.18911)
H (0.42535, 0.53757, -2.06016)
H (-0.31690, -1.06678, -1.85281)
H (1.64024, -0.26470, -3.94320)
H (0.88838, -1.86441, -3.73663)
H (3.06100, -2.05085, -4.93724)
H (3.90947, -1.27918, -3.57381)
H (3.15548, -2.88511, -3.36556)

Computed properties:
**Structure (SMILES)**: [H]/N=C(/O)CCCCOCC
**Gap between HOMO and LUMO**: 10.7 eV
**Charge**: 0

Relative calculated energies, zero for the most stable structure, unit hartree: w 0.0183; x 0.0000.

## w
The following is a quantum chemistry calculation of the molecule C6H9O3P, from the Open Molecules 2025 dataset.

Element x y z (Å)
C (3.30524, -0.60179, 0.34105)
C (1.92231, -0.25842, -0.26140)
C (0.76779, -0.15051, 0.41307)
C (-0.46041, 0.27915, -0.19337)
O (-0.46542, 0.48226, -1.54404)
C (-1.51551, -0.78034, 0.10069)
C (-2.43174, -1.53118, 0.22438)
O (-3.32077, -2.43360, 0.26208)
P (-1.41306, 1.87338, 0.78419)
O (-2.22916, 2.35242, -0.58136)
H (3.26831, -0.55354, 1.38887)
H (4.03329, -0.03322, -0.09655)
H (3.56865, -1.59599, 0.03824)
H (1.89051, 0.18135, -1.20032)
H (0.43711, -0.38882, 1.41273)
H (-1.28432, 0.15625, -1.91654)
H (-4.01385, -2.48188, 0.99849)
H (-0.52104, 2.90753, 1.08294)
H (-1.53794, 2.57694, -1.25314)

Computed properties:
**Structure (SMILES)**: C/C=C/[C@@](O)(C#CO)PO
**Gap between HOMO and LUMO**: 8.7 eV
**Charge**: 0

## x
The following is a quantum chemistry calculation of a structure of composition C6H9O3P, from the Open Molecules 2025 dataset.

Element x y z (Å)
C (1.80035, 1.28758, -0.13126)
C (-0.51163, 1.49816, -0.22260)
C (0.90826, -0.43521, -0.52507)
C (-0.38669, -0.04144, 0.03583)
C (-0.56642, -0.44105, 1.44412)
C (-1.53351, -0.80490, -0.73038)
O (2.93633, 1.52705, 0.06739)
O (3.24152, -1.58976, -0.57412)
O (0.72493, 2.11046, 0.02653)
P (2.15924, -1.35203, 0.35160)
H (-0.88400, 1.65253, -1.31012)
H (-1.20130, 1.98889, 0.40322)
H (0.90208, -0.53331, -1.55832)
H (0.10711, -0.05185, 2.27166)
H (-0.75801, -1.58776, 1.62563)
H (-1.60052, -0.18595, 1.72849)
H (-2.38478, -0.55692, -0.12795)
H (-1.31361, -1.86988, -0.95327)
H (-1.63933, -0.61461, -1.82137)

Computed properties:
**Gap between HOMO and LUMO**: 8.9 eV
**Charge**: 0

Relative calculated energies, zero for the most stable structure, unit hartree: w 0.0885; x 0.0000.

## w
The following is a quantum chemistry calculation of the molecule C6H4O, from the Open Molecules 2025 dataset.

Element x y z (Å)
C (1.18870, -1.09187, -1.12422)
C (-0.00686, -0.54739, -0.38822)
C (-1.13562, -1.01013, -0.86206)
C (0.13718, 0.40297, 0.71827)
O (1.23084, 0.59454, 1.18877)
C (-1.03327, 1.13520, 1.14827)
C (-1.98183, 1.79888, 1.48905)
H (0.78958, -1.83397, -1.83623)
H (1.90067, -1.55031, -0.43744)
H (1.74190, -0.29072, -1.62981)
H (-2.83127, 2.39281, 1.73362)

Computed properties:
**Gap between HOMO and LUMO**: 9.8 eV
**Charge**: 0

## x
The following is a quantum chemistry calculation of a cluster of 2 separate species, C6H4O in total, from the Open Molecules 2025 dataset.

Element x y z (Å)
C (1.07581, 1.27507, -1.27827)
C (-1.42005, 0.12010, -1.81578)
C (-0.79930, -0.06683, -0.72954)
C (-0.11519, -0.27352, 0.46679)
O (0.98541, 0.29369, 0.63749)
C (-0.65883, -1.13222, 1.49117)
C (-1.11300, -1.84979, 2.34472)
H (1.62260, 0.44866, -1.71520)
H (1.60963, 1.92633, -0.60048)
H (0.33109, 1.74759, -1.90004)
H (-1.51817, -2.48908, 3.09914)

Computed properties:
**Gap between HOMO and LUMO (spin up / spin down)**: 8.0 / 8.0 eV
**Charge**: 0

Relative calculated energies, zero for the most stable structure, unit hartree: w 0.0000; x 0.1090.